Run a
Below is a 2-piece molecular cluster, C4H11NO4P overall, with properties calculated with the ωB97M-V functional and the def2-TZVPD basis.

Each line ends with the Mulliken charge.
CARTESIAN COORDINATES (ANGSTROEM)
C -1.15 -0.54 -1.13  -0.7150
C -0.75 -1.00 1.24  -0.7730
C -1.08 1.27 0.40  -0.8491
C 3.16 0.08 -1.83  -0.0769
N -1.32 -0.19 0.23  -0.0532
O 3.75 -1.47 0.90  -0.7431
O 2.04 0.48 1.13  -0.6556
O 3.87 0.56 -0.72  -0.4513
O 2.17 -0.90 -1.08  -0.4644
P 2.89 -0.39 0.35  0.9248
H -1.93 -0.03 -1.82  0.2942
H -0.03 -0.48 -1.43  0.1595
H -1.58 -1.59 -1.28  0.2962
H -0.97 -2.08 1.07  0.2915
H 0.32 -0.82 1.35  0.2051
H -1.32 -0.72 2.20  0.3054
H -1.25 1.33 1.56  0.2290
H -0.03 1.67 0.33  0.2294
H -1.88 1.75 -0.13  0.3864
H 3.75 -0.40 -2.53  0.2950
H 2.41 0.87 -2.28  0.1652

Calculated values
* total charge: -1
* gap between HOMO and LUMO: 8.457 eV
* LUMO level: 3.8 eV

Run b
Below is an isolated ion of composition C4H11NO4P and charge -1, with properties calculated with the ωB97M-V functional and the def2-TZVPD basis.

Each line ends with the Mulliken charge.
CARTESIAN COORDINATES (ANGSTROEM)
C -0.50 2.05 -0.02  -1.7248
C 0.29 -1.42 -1.20  -0.8489
C 0.01 -0.86 1.15  -0.9449
C 0.57 1.02 -0.40  0.3032
N -0.14 -0.38 -0.28  -0.1260
O 4.18 0.77 0.72  -0.7923
O 2.80 -1.14 1.27  -0.8063
O 2.80 -0.32 -1.15  -0.8386
O 1.65 1.10 0.60  -0.5070
P 3.06 -0.02 0.32  0.7921
H -1.03 1.74 0.77  0.5209
H 0.10 2.80 0.33  0.5358
H -1.03 2.43 -0.87  0.3570
H 1.35 -1.17 -1.37  0.4155
H 0.42 -2.37 -0.79  0.3981
H -0.20 -1.24 -2.20  0.3089
H 1.19 -1.09 1.19  0.5201
H -0.19 -0.06 1.75  0.3800
H -0.59 -1.81 1.17  0.3303
H 0.93 1.23 -1.42  0.3694
H -1.15 -0.08 -0.50  0.3573

Calculated values
* SMILES string: C[C@@H](OP(=O)([O-])[O-])[NH+](C)C
* total charge: -1
* gap between HOMO and LUMO: 6.563 eV
* LUMO level: 3.0 eV

Energies relative to the most stable structure are run a 0.0000; run b 0.0405, reported in hartree.

Run a
Below is a single C6H5N molecule, with properties calculated with the ωB97M-V functional and the def2-TZVPD basis.

Each line ends with the Mulliken charge.
CARTESIAN COORDINATES (ANGSTROEM)
C -0.60 1.03 0.88  -0.4591
C -0.18 -0.05 1.54  -0.5016
C -0.97 -0.40 -1.30  -0.3556
C -0.11 0.58 -0.48  0.4037
C 0.22 -0.84 0.32  0.5840
C 1.25 -0.10 -0.46  -0.7465
N -0.72 -1.48 -0.68  -0.5668
H -1.12 2.02 1.04  0.3315
H -0.04 -0.51 2.56  0.3279
H -1.56 -0.23 -2.08  0.4897
H 1.77 -0.43 -1.33  0.2491
H 2.05 0.41 -0.01  0.2436

Calculated values
* SMILES string: C1=C[C@]23C[C@]12C=N3
* gap between HOMO and LUMO: 9.237 eV
* LUMO level: 1.1 eV

Run b
Below is a single C6H5N molecule, with properties calculated with the ωB97M-V functional and the def2-TZVPD basis.

Each line ends with the Mulliken charge.
CARTESIAN COORDINATES (ANGSTROEM)
C 0.68 1.46 -0.20  -0.4652
C 1.45 0.47 -0.61  -0.0304
C 1.22 -0.83 -0.75  -0.2496
N 0.31 -1.41 0.24  -0.4304
C -0.90 -0.57 -0.07  -0.3234
C -0.67 0.88 -0.07  0.3136
C -1.60 0.56 0.78  -0.4834
H 0.97 2.32 0.40  0.3333
H 1.44 -1.44 -1.61  0.3423
H 0.68 -1.24 1.18  0.3164
H -1.49 -1.09 -0.82  0.3124
H -2.25 0.86 1.61  0.3644

Calculated values
* SMILES string: C1=CN[C@H]2C=C2C=1
* gap between HOMO and LUMO: 8.775 eV
* LUMO level: -0.1 eV

Energies relative to the most stable structure are run a 0.0000; run b 0.0140, reported in hartree.

Run a
Below is an isolated ion of composition CH3N2S and charge +1, with properties calculated with the ωB97M-V functional and the def2-TZVPD basis.

Each line ends with the Mulliken charge.
CARTESIAN COORDINATES (ANGSTROEM)
C 0.61 1.02 0.16  0.1558
N -2.16 -0.89 0.09  -0.2353
N 1.61 0.29 -0.04  -0.2351
S -1.33 0.42 -0.15  0.3248
H -3.18 -0.81 0.25  0.3401
H 1.88 -0.73 -0.11  0.3076
H 2.56 0.70 -0.19  0.3420

Calculated values
* SMILES string: [NH+]#S#CN
* total charge: +1
* gap between HOMO and LUMO: 7.401 eV
* LUMO level: -7.5 eV

Run b
Below is CH3N2S as an isolated structure, with properties calculated with the ωB97M-V functional and the def2-TZVPD basis.

Each line ends with the Mulliken charge.
CARTESIAN COORDINATES (ANGSTROEM)
C -0.01 0.29 -0.17  0.4840
N -1.15 -0.09 -0.82  -0.4117
N 0.57 0.23 0.96  -0.2688
S 0.18 0.68 -1.80  0.1551
H -1.13 -1.42 -0.80  0.3915
H -0.03 -0.24 1.67  0.3301
H 1.57 0.56 0.95  0.3198

Calculated values
* total charge: +1
* gap between HOMO and LUMO: 9.357 eV
* LUMO level: -5.8 eV

Energies relative to the most stable structure are run a 0.0834; run b 0.0000, reported in hartree.

Run a
Below is a 2-piece molecular cluster, C5H8O4 overall, with properties calculated with the ωB97M-V functional and the def2-TZVPD basis.

Each line ends with the Mulliken charge.
CARTESIAN COORDINATES (ANGSTROEM)
C 2.37 0.49 -2.60  -0.7553
C 1.27 -0.58 -3.01  0.5412
O 1.52 -1.79 -3.09  -0.7259
O 0.19 0.04 -3.25  -0.7192
H 2.11 1.39 -3.14  0.2369
H 3.38 0.12 -2.74  0.2583
H 2.32 0.67 -1.52  0.1650
C -0.99 -0.48 1.86  -0.3575
C -2.44 -0.39 1.68  -0.9409
C -0.22 0.84 2.36  0.4857
O -0.84 1.93 2.27  -0.7289
O 0.88 0.61 2.88  -0.7496
H -0.56 -1.18 2.58  0.2841
H -0.45 -0.79 0.96  0.1932
H -2.84 -0.92 0.81  0.3114
H -2.72 0.64 1.37  0.2692
H -2.99 -0.60 2.60  0.2323

Calculated values
* total charge: -2
* gap between HOMO and LUMO: 7.922 eV
* LUMO level: 6.5 eV

Run b
Below is a 2-piece molecular cluster, C5H8O4 overall, with properties calculated with the ωB97M-V functional and the def2-TZVPD basis.

Each line ends with the Mulliken charge.
CARTESIAN COORDINATES (ANGSTROEM)
C 0.59 -1.87 -0.82  -0.3369
C 0.84 -0.92 -2.02  -1.0390
C -0.88 -2.38 -0.77  0.4758
O -1.00 -3.56 -0.35  -0.7725
O -1.77 -1.61 -1.18  -0.7087
H 1.25 -2.73 -0.96  0.2537
H 0.95 -1.40 0.11  0.2426
H -0.07 -0.35 -2.22  0.2511
H 1.00 -1.53 -2.91  0.3406
H 1.65 -0.23 -1.79  0.2886
C -0.43 2.00 1.30  -0.6011
C -0.26 2.93 2.55  0.5177
O 0.93 3.10 2.93  -0.7478
O -1.31 3.40 3.05  -0.7399
H -0.03 2.39 0.37  0.2248
H -1.49 1.74 1.21  0.2736
H 0.02 1.02 1.49  0.0776

Calculated values
* total charge: -2
* gap between HOMO and LUMO: 7.890 eV
* LUMO level: 6.3 eV

Energies relative to the most stable structure are run a 0.0152; run b 0.0000, reported in hartree.